Record 1
Computed, not measured: a single C23H27N3O2 molecule, with the ωB97M-V functional and the def2-TZVPD basis.

CARTESIAN COORDINATES (ANGSTROEM)
1 C 3.223620 2.732336 0.006426
2 O 3.259411 1.985985 -1.184404
3 C 4.315560 1.065279 -1.319106
4 C 4.143259 -0.290441 -0.608707
5 C 4.459376 -0.266759 0.887231
6 C 4.291922 -1.675691 1.447270
7 C 2.882527 -2.186572 1.160379
8 N 2.659816 -2.187336 -0.273647
9 C 1.474697 -2.910088 -0.689972
10 C 0.213726 -2.200922 -0.328836
11 N -0.533940 -1.490467 -1.116754
12 C -1.476274 -0.972335 -0.276770
13 C -2.530248 -0.042965 -0.770352
14 C -2.250030 1.325647 -0.168756
15 C -1.053671 1.952986 -0.499986
16 C -0.742432 3.193537 0.024128
17 C -1.624267 3.824403 0.885741
18 C -2.816229 3.205454 1.216892
19 C -3.128454 1.960990 0.694872
20 C -3.922346 -0.555322 -0.496961
21 C -4.888410 -0.470848 -1.490654
22 C -6.177896 -0.916019 -1.256639
23 C -6.514878 -1.451181 -0.025631
24 C -5.556248 -1.537465 0.970063
25 C -4.267340 -1.091001 0.737908
26 N -1.304095 -1.343706 0.960524
27 O -0.203224 -2.150256 0.941019
28 C 2.732876 -0.841749 -0.816495
29 H 4.231673 2.994713 0.345462
30 H 2.676335 3.648128 -0.218708
31 H 2.701719 2.203618 0.811777
32 H 4.371740 0.884121 -2.396921
33 H 5.261753 1.524384 -0.993712
34 H 4.845670 -0.984638 -1.083209
35 H 5.479274 0.087542 1.051696
36 H 3.777752 0.405400 1.409848
37 H 5.011812 -2.344899 0.973592
38 H 4.468960 -1.682188 2.523893
39 H 2.778153 -3.211171 1.525812
40 H 2.149343 -1.557789 1.694654
41 H 1.495996 -3.018818 -1.776771
42 H 1.488629 -3.897627 -0.222011
43 H -2.383598 0.028258 -1.854329
44 H -0.362977 1.467355 -1.175648
45 H 0.188908 3.668405 -0.246106
46 H -1.383209 4.794463 1.295285
47 H -3.510848 3.691824 1.886224
48 H -4.062724 1.489549 0.959109
49 H -4.631517 -0.053216 -2.453982
50 H -6.920043 -0.845395 -2.038437
51 H -7.520610 -1.800099 0.157164
52 H -5.813376 -1.953476 1.933301
53 H -3.515196 -1.158919 1.509408
54 H 2.503377 -0.883821 -1.883291
55 H 2.006218 -0.161181 -0.342857

Force components x, y, z for each atom (eV/Å):
C -0.09 0.06 0.06
O -0.18 -0.01 -0.04
C 0.19 -0.39 -0.09
C -0.26 0.56 0.05
C 0.12 -0.27 -0.17
C -0.22 0.14 0.14
C 0.32 -0.10 0.18
N -0.01 -0.13 -0.03
C 0.13 -0.08 0.17
C -0.45 0.33 -0.31
N 0.44 -0.31 -0.33
C 0.50 -0.56 0.27
C -0.13 0.14 0.19
C -0.09 0.23 -0.07
C -0.01 0.05 0.00
C 0.08 -0.02 -0.05
C -0.03 0.09 0.09
C 0.02 0.11 0.07
C -0.02 -0.06 -0.08
C -0.10 -0.07 -0.17
C 0.06 0.02 0.05
C -0.11 0.01 -0.05
C -0.09 -0.02 -0.01
C -0.02 0.00 0.06
C -0.01 0.00 0.00
N -0.80 0.63 0.20
O 0.56 -0.42 -0.30
C 0.37 0.03 -0.18
H 0.01 0.00 0.01
H 0.03 0.01 0.09
H 0.03 0.03 -0.01
H 0.10 -0.01 0.08
H -0.04 0.00 -0.06
H -0.01 0.02 -0.04
H 0.00 0.08 0.03
H -0.01 0.09 0.03
H 0.04 -0.06 0.03
H 0.03 -0.05 0.02
H -0.06 0.04 0.02
H 0.03 -0.06 -0.02
H -0.12 -0.04 0.12
H 0.00 0.02 -0.10
H -0.02 -0.06 0.18
H 0.09 -0.07 -0.08
H 0.08 0.05 -0.03
H 0.01 0.07 0.03
H -0.05 0.04 0.05
H -0.07 -0.02 0.01
H 0.05 0.04 -0.09
H -0.06 0.00 -0.06
H -0.08 -0.03 0.01
H -0.01 -0.03 0.08
H -0.03 -0.03 0.08
H -0.08 0.05 -0.02
H -0.03 -0.01 -0.05

## Properties
- Gap between HOMO and LUMO: 9.724 eV
- LUMO: 0.9 eV
- SMILES: COC[C@H]1CCCN(Cc2nc(C(c3ccccc3)c3ccccc3)no2)C1


Record 2
Computed, not measured: a molecular structure, C22H23FN4O3S, with the ωB97M-V functional and the def2-TZVPD basis.

CARTESIAN COORDINATES (ANGSTROEM)
1 C -7.707836 0.910835 1.741883
2 O -6.622486 -0.041574 1.316802
3 C -6.977765 -0.741331 0.192123
4 C -5.953624 -1.861527 -0.072130
5 N -4.717099 -1.316038 -0.368219
6 C -4.565896 -0.566472 -1.334960
7 S -5.607205 -0.670365 -2.523235
8 N -3.383616 0.264486 -1.613367
9 C -2.492646 0.397023 -0.581096
10 C -1.258443 1.109974 -0.645838
11 C -0.447784 1.448533 0.422290
12 C -0.721799 0.669238 1.501179
13 C -1.718987 -0.393314 1.636584
14 C -2.639174 -0.236207 0.745059
15 C -3.864771 -1.179170 0.736634
16 O -4.136882 -1.886459 1.958526
17 H -1.904684 -0.912057 2.715312
18 H 0.051403 0.620476 2.493992
19 C 0.903341 2.269485 0.213029
20 O 0.741237 3.340156 0.838777
21 N 1.816595 1.651279 -0.473748
22 C 1.903085 0.380428 -0.643940
23 H 1.081472 -0.145784 -0.606120
24 C 3.081948 -0.338736 0.176782
25 N 4.353505 0.551569 -0.402044
26 C 5.684576 -0.209357 -0.081485
27 C 6.740750 0.249873 -0.563224
28 C 8.012315 0.003709 -0.573144
29 C 8.022622 -1.476369 0.073780
30 C 7.043233 -2.169734 0.517810
31 C 5.777713 -1.413623 0.382994
32 H 4.895467 -2.091657 0.711469
33 H 7.165119 -3.087301 0.859783
34 F 9.297703 -2.155649 -0.043462
35 H 8.810044 0.291295 -0.917287
36 H 6.672072 1.625810 -0.943944
37 C 4.214653 1.748225 0.138618
38 H 5.118401 2.313528 0.476785
39 C 3.065754 2.470100 -0.479091
40 H 2.769741 3.556051 -0.016806
41 H 3.452616 2.404960 -1.389868
42 H 3.759760 1.815956 1.613667
43 H 3.197621 -1.435820 -0.363346
44 H 2.790732 -0.600337 1.087036
45 H 2.187548 0.334353 -1.933609
46 H -0.973385 1.628577 -1.570874
47 H -3.143181 0.618969 -2.326261
48 H -5.757007 -2.631296 0.856823
49 H -6.204844 -2.315610 -1.047755
50 H -8.194178 -1.322085 0.476239
51 H -7.279453 -0.153729 -0.715329
52 H -8.675628 0.464700 1.884473
53 H -7.765771 1.658373 0.723907
54 H -7.306776 1.386252 2.605789

Force components x, y, z for each atom (eV/Å):
C 2.37 0.83 -4.77
O -1.52 1.48 1.04
C -4.50 -2.53 0.82
C -2.72 -3.14 1.34
N 3.97 -1.29 9.04
C 3.58 5.42 -8.60
S -1.97 0.79 -3.83
N -4.90 -8.07 16.15
C 3.57 0.82 3.24
C -1.86 1.34 -2.64
C 0.97 -2.09 -1.04
C 2.99 -2.73 6.03
C 3.53 3.01 5.45
C -6.88 -2.84 -7.01
C 0.07 -3.14 8.44
O 1.59 4.05 -7.75
H 0.55 1.00 -3.22
H -1.96 0.65 -2.94
C -7.35 0.66 4.28
O 2.45 -0.80 -1.90
N 2.18 8.65 2.17
C 6.65 -5.41 -5.39
H -4.50 -2.41 0.63
C 1.31 -0.48 -10.19
N 0.56 -7.84 2.41
C -9.46 0.10 0.93
C 5.85 13.27 -5.35
C -6.47 -11.10 6.34
C 7.32 3.54 -3.69
C -4.64 4.59 -0.97
C -1.47 -7.44 3.45
H 1.27 1.72 -0.50
H 0.06 -4.03 1.49
F -1.91 1.30 0.47
H 7.93 3.76 -3.65
H -0.37 -3.94 0.66
C -0.95 4.36 7.91
H -0.65 -0.18 -1.42
C -1.45 2.10 3.34
H 1.06 -2.85 -1.37
H 0.60 1.05 -4.96
H 0.98 -0.71 -2.96
H -0.27 2.85 1.05
H -0.07 0.20 4.86
H -0.33 -0.77 3.46
H -0.40 -0.40 -0.14
H 2.83 5.77 -13.00
H -0.87 2.12 -2.45
H -0.61 -0.57 1.00
H 3.45 1.13 -0.96
H 0.73 -0.18 0.97
H -0.21 -0.62 0.08
H -0.20 -1.56 3.15
H 0.05 0.55 0.47

## Properties
- Gap between HOMO and LUMO: 7.869 eV
- LUMO: -0.5 eV


Record 3
Computed, not measured: a molecular structure, C3HFO2Y, with the ωB97M-V functional and the def2-TZVPD basis.

CARTESIAN COORDINATES (ANGSTROEM)
1 F -0.373205 1.585561 0.973722
2 O 0.190547 -1.117493 0.631952
3 O 1.866158 -1.035638 -0.872496
4 C -0.912660 -0.396578 0.337632
5 C -1.788902 -0.360235 -0.556852
6 C 1.469151 -0.676697 0.225618
7 H -2.552301 0.372794 -0.799593
8 Y 2.101213 1.628288 0.060018

Force components x, y, z for each atom (eV/Å):
F 4.20 1.14 -0.98
O 1.30 0.30 1.28
O 0.53 0.90 1.26
C 0.29 -2.33 -2.99
C 0.21 1.64 1.81
C -2.31 1.43 -1.56
H -0.02 -0.65 -0.22
Y -4.20 -2.42 1.40

## Properties
- Net charge: +1
- Gap between HOMO and LUMO: 4.544 eV
- LUMO: -7.5 eV


Record 4
Computed, not measured: a molecular structure, C32H36BF3O4, with the ωB97M-V functional and the def2-TZVPD basis.

CARTESIAN COORDINATES (ANGSTROEM)
1 C -4.591979 -2.680472 2.964157
2 C -4.719313 -1.185641 3.158662
3 C -6.009398 -0.672098 2.494122
4 C -4.490768 -0.642890 4.651099
5 C -5.731201 -0.105760 5.332479
6 C -3.755958 -1.608325 5.580115
7 O -3.654361 0.526888 4.484109
8 B -3.366795 0.609019 3.146986
9 C 0.559026 -2.560936 3.757872
10 C 1.331466 -2.252937 4.892122
11 C 2.653816 -1.908373 4.752076
12 C 3.204206 -1.943838 3.483349
13 C 4.684290 -1.735810 3.390623
14 F 5.300842 -2.553569 2.487050
15 F 4.984323 -0.443084 3.029105
16 F 5.309022 -1.950709 4.594697
17 C 2.444924 -2.191081 2.345299
18 C 1.080447 -2.418554 2.460190
19 C -0.542393 -3.452128 4.099100
20 C -1.320385 -4.476668 3.270270
21 C -0.125812 -4.920663 4.034838
22 O -3.675995 -0.525244 2.414937
23 H -5.405173 -3.217319 3.473721
24 H -4.694703 -2.957662 1.906956
25 H -3.647929 -3.098158 3.326867
26 H -6.891798 -1.214933 2.864474
27 H -6.114068 0.421620 2.632585
28 H -5.942848 -0.849008 1.410023
29 H -6.509888 -0.874105 5.367504
30 H -5.458773 0.194185 6.351211
31 H -6.099429 0.774041 4.789147
32 H -4.356241 -2.506397 5.801602
33 H -2.784665 -1.940291 5.184147
34 H -3.582073 -1.103210 6.539611
35 H 0.947315 -2.512823 5.894329
36 H 3.251478 -1.708300 5.635472
37 H 2.920625 -2.230110 1.369465
38 H 0.433192 -2.502610 1.582528
39 H -1.080124 -3.191058 5.013677
40 H -2.299524 -4.755050 3.686240
41 H -1.262511 -4.400182 2.174390
42 H 0.771927 -5.177944 3.443968
43 H -0.211812 -5.499704 4.967755
44 C 2.820415 4.928336 6.266809
45 O 3.080390 3.573872 5.832267
46 C 2.190108 3.024450 4.961158
47 C 2.407221 1.687797 4.539090
48 C 1.431934 1.012056 3.849630
49 C 0.154500 1.594507 3.526557
50 C -0.928388 0.775992 3.136407
51 C -2.178689 1.506663 2.664086
52 C -2.494370 1.595005 1.233936
53 C -3.661613 2.211217 0.850523
54 C -4.471435 2.933630 1.779685
55 O -5.644959 3.387394 1.255008
56 C -5.674756 3.013276 -0.185478
57 C -4.381352 2.226972 -0.482146
58 C -3.948225 3.268093 3.041002
59 C -2.775831 2.664776 3.428012
60 C 0.128610 3.025799 3.691972
61 C 0.979758 3.663900 4.562830
62 H 3.659382 5.187248 6.911340
63 H 2.773611 5.607582 5.402689
64 H 1.889262 4.982798 6.846393
65 H 3.313516 1.189457 4.886501
66 H 1.601410 -0.013752 3.549195
67 H -0.728197 -0.184308 2.690893
68 H -1.903382 1.015705 0.514936
69 H -6.572059 2.403895 -0.382916
70 H -5.723422 3.945058 -0.770580
71 H -3.783200 2.753211 -1.249171
72 H -4.609133 1.214211 -0.883633
73 H -4.475854 3.984078 3.672185
74 H -2.304882 2.907421 4.378614
75 H -0.616833 3.645032 3.190862
76 H 0.738369 4.642757 5.016358

Force components x, y, z for each atom (eV/Å):
C -0.20 -0.67 0.12
C -0.25 0.43 -0.07
C -0.16 -0.08 0.15
C 0.00 -0.13 0.04
C -0.35 -0.21 -0.05
C 0.08 -0.32 0.12
O -1.03 -0.32 -0.73
B 1.70 -2.94 1.50
C 0.80 -0.09 0.04
C -0.26 -0.46 -0.11
C -0.22 -0.06 0.25
C 0.82 -0.17 -0.04
C 0.97 0.51 -0.01
F -0.53 0.62 0.54
F -0.07 -1.06 0.21
F -0.41 0.18 -1.03
C -0.04 0.28 -0.19
C -0.11 0.18 0.64
C -1.47 -1.23 0.36
C -0.18 0.68 -0.38
C 0.44 -0.57 0.46
O -0.44 0.77 0.37
H 0.15 0.23 0.06
H 0.12 0.32 0.13
H -0.13 0.33 -0.06
H 0.14 0.39 -0.01
H -0.11 -0.54 0.04
H 0.09 -0.04 0.34
H -0.04 0.16 0.13
H -0.19 -0.03 -0.21
H -0.02 -0.28 0.23
H 0.09 0.30 -0.19
H -0.35 0.27 -0.02
H 0.05 -0.05 -0.28
H 0.05 0.49 -0.65
H 0.03 -0.03 -0.25
H -0.01 0.18 0.13
H 0.31 -0.34 0.31
H 0.36 -0.08 -0.16
H 0.48 0.24 -0.41
H -0.06 -0.27 0.60
H -0.51 0.43 0.47
H -0.19 0.16 -0.67
C 0.20 -0.89 -0.34
O 0.11 0.87 0.42
C -1.78 -0.32 -0.21
C 0.20 0.94 0.51
C -0.86 0.17 -0.10
C 1.63 0.78 0.66
C -1.67 1.78 -1.51
C 2.06 1.85 -0.05
C -0.57 0.07 -0.56
C -1.00 -0.03 0.26
C 0.87 -0.02 -0.99
O 0.60 -0.49 -0.49
C 0.05 0.09 0.31
C 0.21 -0.13 -0.56
C -0.58 0.23 -0.39
C 0.50 -0.59 -0.19
C -0.98 -1.14 -0.16
C 2.22 0.23 0.80
H -0.07 0.02 -0.10
H -0.01 -0.13 0.25
H 0.13 0.00 -0.14
H -0.10 0.11 -0.34
H -0.08 0.14 0.16
H -0.19 -0.20 -0.11
H -0.20 0.26 0.37
H 0.27 0.40 0.33
H -0.10 -0.31 0.39
H -0.22 -0.28 0.32
H 0.22 0.58 0.41
H 0.26 -0.18 -0.12
H -0.42 -0.21 -0.09
H -0.26 -0.36 0.47
H 0.18 -0.44 -0.91

## Properties
- Gap between HOMO and LUMO: 4.378 eV
- LUMO: -0.7 eV


Record 5
Computed, not measured: a single C7H16O molecule, with the ωB97M-V functional and the def2-TZVPD basis.

CARTESIAN COORDINATES (ANGSTROEM)
1 C -1.457001 0.880812 -2.662166
2 O -1.118137 -0.380176 -2.151688
3 C 0.000215 -0.487242 -0.867088
4 C 1.222535 0.336008 -1.170069
5 C -0.996244 -0.063514 0.108299
6 C -0.125147 -0.342501 1.602802
7 C 0.768762 0.812902 2.023613
8 C 0.541458 -1.698949 1.771198
9 H -0.586747 1.430885 -3.048693
10 H -2.162662 0.779037 -3.497644
11 H -1.955453 1.524257 -1.919177
12 H 0.207363 -1.555784 -0.860510
13 H 2.078847 0.017705 -0.570395
14 H 1.483120 0.209684 -2.225651
15 H 1.054877 1.402498 -1.009377
16 H -1.859887 -0.724284 0.170594
17 H -1.237701 0.999236 0.099172
18 H -1.003247 -0.324626 2.257491
19 H 1.716835 0.833708 1.482994
20 H 1.018454 0.726391 3.087874
21 H 0.267700 1.776782 1.896001
22 H 0.753149 -1.890460 2.829718
23 H -0.104743 -2.506778 1.416106
24 H 1.493655 -1.755592 1.236594

Force components x, y, z for each atom (eV/Å):
C 0.44 0.31 0.36
O 1.82 -0.97 0.40
C -2.96 0.92 -3.78
C -0.16 0.17 -0.24
C 3.09 -0.94 4.50
C -2.43 0.92 -0.85
C 0.04 0.06 0.08
C -0.10 -0.01 -0.30
H -0.02 0.00 0.01
H 0.18 -0.34 0.20
H 0.07 -0.02 -0.01
H -0.19 0.12 -0.16
H -0.12 0.00 -0.01
H 0.01 -0.13 0.14
H -0.02 -0.06 0.11
H 0.11 0.21 -0.29
H -0.04 -0.19 -0.13
H 0.24 -0.06 0.33
H -0.06 0.05 -0.04
H -0.02 -0.04 -0.10
H 0.08 -0.07 -0.07
H -0.03 0.10 -0.15
H 0.08 0.02 0.01
H -0.02 -0.05 -0.03

## Properties
- Gap between HOMO and LUMO: 9.750 eV
- LUMO: 1.0 eV
- SMILES: CO[C@@H](C)CC(C)C


Record 6
Computed, not measured: a single C8H17N3O3Si molecule, with the ωB97M-V functional and the def2-TZVPD basis.

CARTESIAN COORDINATES (ANGSTROEM)
1 C -0.022663 2.843538 -1.949341
2 C -0.535628 1.730943 -1.088294
3 C 0.533075 0.684874 -0.673643
4 N 1.258347 1.150113 0.509856
5 C 2.630440 1.165871 0.616793
6 N 2.939183 1.516834 1.793462
7 C 1.764224 1.626386 2.453396
8 N 0.743365 1.518602 1.627982
9 Si -0.233055 -1.137199 -0.238779
10 O -1.338853 -1.212292 0.994898
11 C -2.436501 -0.353896 1.385632
12 O -0.845429 -1.554174 -1.669502
13 C -1.859439 -2.499891 -1.957180
14 O 0.965005 -2.133599 0.056785
15 C 1.562525 -2.588074 1.250227
16 H 0.911265 3.126187 -1.606070
17 H 0.129167 2.508334 -3.115663
18 H -0.723840 3.708585 -1.971073
19 H -1.396512 1.217138 -1.440432
20 H -0.896874 2.173581 -0.137788
21 H 1.329984 0.634434 -1.337221
22 H 3.423246 0.960748 -0.188096
23 H 1.697765 2.019848 3.492597
24 H -3.344732 -0.879662 1.015327
25 H -2.411302 0.643175 1.019439
26 H -2.433091 -0.309706 2.490799
27 H -2.157351 -2.346541 -2.970522
28 H -2.920828 -2.367565 -1.370627
29 H -1.487295 -3.525949 -1.765397
30 H 0.758627 -3.291611 1.791634
31 H 1.942728 -1.805387 1.943176
32 H 2.454445 -3.223644 1.037625

Force components x, y, z for each atom (eV/Å):
C -1.79 -0.73 -3.94
C 0.35 -0.25 1.71
C -2.54 -0.58 2.30
N 2.31 -0.34 -2.43
C 0.16 -0.62 -3.04
N 1.56 -0.01 3.03
C 0.20 1.86 0.51
N -1.83 -0.52 2.29
Si -0.61 2.41 0.04
O 0.61 0.82 -0.53
C -0.15 -2.12 0.46
O -1.04 -0.10 -0.45
C -1.92 -0.17 1.73
O 1.44 -0.64 0.59
C -0.96 -2.04 1.53
H 1.90 0.94 0.67
H -0.37 0.69 2.82
H 0.60 -0.54 0.04
H -0.71 -0.35 -0.91
H 0.25 -0.16 -0.30
H 1.04 -0.58 -1.92
H -1.86 0.22 1.08
H -0.13 -0.60 -1.09
H 0.33 0.61 0.44
H 0.37 0.80 -0.58
H -0.11 -0.08 -0.58
H 0.09 -0.22 -0.84
H 2.73 -0.08 -0.82
H -0.34 0.49 -0.25
H 1.90 1.63 -0.80
H -0.68 -0.15 -0.52
H -0.77 0.41 -0.24

## Properties
- Gap between HOMO and LUMO: 9.921 eV
- LUMO: 0.8 eV
- SMILES: CC[C@@H](n1cncn1)[Si](OC)(OC)OC